No. 1
87
Properties=species:S:1:pos:R:3:forces:R:3:lowdin_charge:R:1 method="wB97M-V/def2-TZVPD" lumo_energy_ha=-0.141 multiplicity=1 total_charge=+1 homo_lumo_gap_ev=7.696
V 0.049 -0.059 -0.375 0.589 -0.282 0.394 0.390
C -0.461 -0.207 1.794 -0.350 0.008 0.274 -0.066
C -1.200 -1.238 1.142 -0.020 0.041 -0.331 -0.125
C -2.112 -0.573 0.229 0.001 -0.088 0.010 -0.150
C -1.853 0.822 0.353 -0.157 -0.087 0.233 -0.103
C -0.891 1.064 1.362 0.131 0.002 0.091 -0.229
C -0.603 2.396 2.046 0.002 -0.119 -0.031 -0.530
C 0.328 2.182 3.240 0.056 0.031 0.045 -0.035
C -0.008 3.469 1.132 -0.039 0.003 -0.044 -0.069
C -1.966 2.888 2.559 -0.082 0.089 0.116 -0.028
C -3.360 -1.027 -0.556 0.092 0.139 0.087 -0.513
C -4.505 -1.066 0.474 -0.069 0.006 0.033 -0.021
C -3.736 0.039 -1.595 -0.051 0.040 -0.094 -0.049
C -3.293 -2.359 -1.308 -0.005 -0.016 -0.006 -0.052
C -0.975 -2.723 1.489 -0.030 0.150 -0.095 -0.509
C -0.011 -2.830 2.672 0.070 -0.060 0.115 -0.049
C -2.281 -3.386 1.949 -0.012 -0.009 0.132 -0.031
C -0.349 -3.503 0.321 -0.087 0.035 -0.004 -0.033
H 0.239 -0.373 2.589 0.128 -0.032 -0.054 0.102
H -2.377 1.590 -0.187 0.037 0.057 -0.070 0.122
H 1.312 1.823 2.927 -0.085 0.023 0.014 0.061
H -0.088 1.471 3.960 0.011 0.063 -0.060 0.098
H 0.474 3.132 3.758 0.002 -0.045 -0.009 0.099
H 0.965 3.171 0.734 -0.058 0.002 0.024 0.048
H 0.135 4.388 1.707 -0.026 -0.054 -0.034 0.097
H -0.671 3.704 0.295 0.063 -0.046 0.055 0.068
H -2.429 2.153 3.225 0.051 0.054 -0.057 0.100
H -2.657 3.086 1.736 0.068 -0.010 0.058 0.089
H -1.832 3.818 3.118 -0.025 -0.058 -0.024 0.096
H -4.576 -0.116 1.012 0.011 -0.051 -0.032 0.096
H -4.388 -1.862 1.207 0.021 0.018 -0.011 0.070
H -5.449 -1.226 -0.052 0.031 -0.004 0.040 0.097
H -4.072 0.970 -1.132 -0.003 -0.064 -0.036 0.088
H -4.569 -0.340 -2.191 0.033 0.033 0.017 0.100
H -2.910 0.257 -2.275 -0.042 -0.019 0.025 0.060
H -2.921 -3.188 -0.718 -0.026 -0.003 0.048 0.053
H -2.683 -2.276 -2.206 0.029 -0.007 0.019 0.043
H -4.306 -2.617 -1.625 0.051 0.010 0.003 0.098
H -0.392 -2.314 3.558 0.009 -0.059 -0.053 0.102
H 0.976 -2.435 2.436 0.012 0.015 -0.028 0.063
H 0.109 -3.884 2.927 0.024 0.047 0.015 0.099
H -2.724 -2.840 2.787 0.049 -0.021 -0.073 0.101
H -2.045 -4.393 2.300 -0.039 0.015 -0.004 0.095
H -3.031 -3.481 1.173 0.011 0.025 -0.063 0.058
H 0.646 -3.114 0.090 0.033 0.028 0.002 0.077
H -0.949 -3.456 -0.585 0.006 0.005 -0.033 0.055
H -0.237 -4.557 0.590 -0.020 0.078 0.024 0.100
C 3.288 1.527 -3.437 0.018 0.011 0.091 -0.056
C 2.560 0.582 -4.365 -0.153 0.030 0.084 -0.391
C 2.872 -0.876 -4.115 -0.020 -0.052 0.040 -0.053
O 1.103 0.822 -4.345 0.417 -0.024 -0.275 -0.271
P 0.018 0.708 -3.231 -0.196 0.002 -0.006 0.003
S -0.231 -1.150 -2.499 -0.029 -0.065 -0.015 0.541
S 0.345 1.951 -1.694 -0.032 0.075 -0.069 0.549
O -1.304 1.018 -4.000 -0.154 0.033 -0.141 -0.298
C -1.602 2.079 -4.986 0.120 -0.111 0.127 -0.397
C -1.027 3.410 -4.560 0.067 0.068 -0.048 -0.058
C -1.165 1.627 -6.359 0.039 0.016 -0.123 -0.038
H 4.363 1.398 -3.581 -0.038 0.015 -0.020 0.100
H 3.055 1.315 -2.392 0.022 -0.003 -0.077 0.026
H 3.035 2.568 -3.641 -0.002 -0.056 -0.001 0.091
H 2.801 0.831 -5.393 0.008 0.022 -0.137 0.146
H 2.702 -1.151 -3.073 0.003 0.001 -0.016 0.049
H 3.924 -1.053 -4.345 -0.032 0.011 0.001 0.098
H 2.266 -1.526 -4.747 0.027 0.036 0.012 0.091
H -2.686 2.113 -4.945 -0.112 0.012 0.041 0.145
H 0.066 3.395 -4.579 -0.047 -0.006 -0.002 0.078
H -1.361 3.692 -3.562 -0.014 -0.012 -0.025 0.073
H -1.360 4.175 -5.265 0.009 -0.028 0.035 0.097
H -0.080 1.646 -6.461 -0.070 -0.002 0.017 0.079
H -1.596 2.309 -7.095 0.046 -0.044 -0.008 0.095
H -1.527 0.620 -6.574 0.010 0.079 0.039 0.094
C 3.153 -0.563 2.225 0.016 0.026 0.032 -0.036
C 3.087 -0.061 0.783 -0.206 -0.056 -0.144 -0.613
C 4.055 -0.877 -0.085 0.069 -0.037 -0.021 -0.040
C 3.479 1.428 0.737 0.015 0.050 0.009 -0.026
C 1.715 -0.177 0.180 -0.505 0.135 -0.116 -0.089
H 4.151 -0.362 2.624 -0.060 -0.007 -0.018 0.100
H 2.988 -1.638 2.278 -0.028 -0.033 0.006 0.081
H 2.432 -0.060 2.868 0.011 -0.023 -0.013 0.069
H 5.054 -0.849 0.355 -0.021 0.002 -0.029 0.098
H 4.119 -0.470 -1.097 -0.001 -0.012 0.039 0.072
H 3.745 -1.923 -0.152 0.007 0.038 0.020 0.096
H 4.533 1.531 1.008 -0.063 -0.009 -0.005 0.101
H 2.885 2.011 1.444 0.051 -0.038 -0.072 0.070
H 3.339 1.855 -0.260 0.009 -0.036 0.064 0.073
H 1.712 -0.429 -0.941 0.425 0.110 0.097 0.020

No. 2
97
Properties=species:S:1:pos:R:3:forces:R:3:lowdin_charge:R:1 method="wB97M-V/def2-TZVPD" lumo_energy_ha=0.013 multiplicity=1 total_charge=0 homo_lumo_gap_ev=6.855 de_lowest_ev=0.000
Ca 0.671 0.164 0.628 0.328 0.067 -0.279 1.303
C -1.495 2.349 1.947 -0.022 0.040 0.236 -0.165
C -0.316 3.211 1.591 -0.018 0.170 -0.123 -0.164
O 0.253 2.656 0.410 0.069 -0.136 0.211 -0.245
C 1.398 3.366 -0.057 -0.155 0.143 -0.036 -0.168
C 1.703 2.795 -1.416 0.006 -0.035 -0.199 -0.157
O 2.025 1.404 -1.346 0.095 0.049 0.126 -0.208
C 3.398 1.066 -1.533 -0.053 0.057 -0.122 -0.160
C 4.024 0.686 -0.214 0.118 -0.055 0.109 -0.156
O 3.265 -0.360 0.380 -0.060 0.014 -0.034 -0.201
C 3.662 -1.699 0.132 0.170 0.055 0.034 -0.152
C 2.552 -2.413 -0.604 -0.115 -0.141 -0.043 -0.159
O 1.323 -2.225 0.088 0.070 0.077 0.117 -0.242
C 0.935 -3.263 0.984 0.110 -0.073 -0.049 -0.150
C 0.453 -2.645 2.274 -0.139 -0.124 0.027 -0.175
O -0.495 -1.652 1.915 -0.023 0.157 0.001 -0.254
C -1.226 -1.141 3.022 -0.052 -0.221 0.023 -0.167
C -1.958 0.086 2.559 -0.083 0.197 0.177 -0.164
O -0.974 1.088 2.334 -0.014 -0.111 -0.237 -0.218
H -2.153 2.235 1.084 -0.051 0.017 -0.114 0.104
H -2.065 2.789 2.776 0.064 0.000 -0.047 0.144
H 0.432 3.219 2.390 -0.048 -0.006 0.036 0.135
H -0.647 4.239 1.390 0.015 -0.078 0.022 0.140
H 2.210 3.246 0.666 0.040 0.001 -0.093 0.112
H 1.152 4.431 -0.163 0.007 -0.071 -0.007 0.141
H 2.516 3.350 -1.893 -0.035 -0.012 0.047 0.133
H 0.814 2.871 -2.047 0.010 0.033 0.066 0.119
H 3.938 1.893 -2.004 -0.002 -0.028 0.062 0.132
H 3.423 0.221 -2.227 0.018 -0.028 0.011 0.117
H 3.988 1.508 0.503 -0.009 0.002 -0.088 0.116
H 5.067 0.378 -0.351 -0.051 0.014 -0.018 0.135
H 3.859 -2.164 1.104 -0.057 -0.040 -0.054 0.138
H 4.588 -1.737 -0.454 -0.055 0.007 0.011 0.135
H 2.768 -3.480 -0.721 0.024 0.060 0.018 0.139
H 2.405 -1.990 -1.596 0.042 0.051 -0.043 0.104
H 1.780 -3.927 1.193 -0.045 0.024 0.009 0.137
H 0.142 -3.841 0.501 -0.029 0.005 0.066 0.126
H 1.264 -2.171 2.837 0.034 -0.053 -0.040 0.120
H -0.024 -3.419 2.890 0.035 0.042 -0.029 0.142
H -0.529 -0.883 3.827 -0.070 0.036 0.004 0.125
H -1.937 -1.901 3.371 0.038 0.054 -0.010 0.141
H -2.665 0.418 3.331 0.059 -0.019 -0.017 0.144
H -2.509 -0.109 1.634 -0.044 -0.078 -0.048 0.115
Cl 4.207 0.775 8.829 -0.018 0.002 -0.048 0.650
C 3.685 0.850 7.168 0.039 0.008 0.093 -0.668
C 2.692 -0.011 6.732 0.012 0.021 -0.031 -0.102
C 2.291 0.051 5.406 0.014 -0.047 -0.003 -0.017
C 2.861 0.967 4.532 0.141 0.063 0.007 -0.123
C 3.851 1.826 4.996 -0.067 -0.026 0.065 -0.013
C 4.273 1.769 6.315 -0.025 -0.023 -0.004 -0.100
C 2.419 1.043 3.091 -0.125 0.038 -0.157 -0.598
O 2.788 2.011 2.401 0.050 0.087 0.005 -0.011
O 1.671 0.113 2.675 -0.046 -0.252 0.383 -0.166
H 2.250 -0.715 7.422 -0.014 -0.025 0.009 0.103
H 1.529 -0.620 5.034 -0.004 0.006 0.005 0.100
H 4.278 2.542 4.311 0.015 0.021 -0.050 0.115
H 5.046 2.427 6.686 0.021 0.025 0.000 0.103
C -2.608 2.992 -1.905 -0.131 0.023 -0.024 -0.221
Si -3.197 1.194 -1.867 0.267 -0.112 0.028 0.283
C -4.246 1.019 -3.418 -0.095 0.071 -0.116 -0.218
C -4.444 1.043 -0.447 -0.142 0.135 -0.130 -0.221
Si -1.380 -0.255 -1.593 -0.176 -0.002 0.024 0.369
Si -0.572 -0.294 -3.787 -0.157 -0.054 0.268 0.290
C -1.675 -1.080 -5.098 -0.035 0.008 -0.150 -0.219
C 1.037 -1.273 -3.897 0.038 0.053 -0.219 -0.217
C -0.140 1.417 -4.456 0.052 -0.086 -0.172 -0.209
Si -2.478 -2.327 -1.631 0.104 0.264 0.043 0.291
C -4.035 -2.457 -2.684 -0.087 -0.115 -0.035 -0.226
C -3.081 -2.880 0.074 -0.134 -0.081 -0.146 -0.221
C -1.307 -3.684 -2.237 -0.111 -0.083 -0.017 -0.223
H -3.453 3.677 -1.802 0.002 0.046 0.020 0.030
H -2.123 3.213 -2.857 0.000 0.010 -0.052 0.008
H -1.882 3.204 -1.124 0.083 0.040 0.166 -0.005
H -4.943 1.863 -3.447 -0.045 -0.019 -0.061 0.030
H -4.829 0.099 -3.414 -0.025 -0.018 -0.013 0.011
H -3.659 1.037 -4.339 -0.006 0.065 0.082 0.010
H -5.384 1.502 -0.770 -0.035 0.016 0.063 0.029
H -4.139 1.548 0.468 0.079 0.051 0.098 0.002
H -4.659 0.006 -0.196 -0.009 -0.158 -0.004 0.006
H -2.003 -2.085 -4.833 0.040 -0.002 0.006 0.005
H -1.093 -1.151 -6.022 -0.041 -0.020 -0.068 0.028
H -2.565 -0.485 -5.309 0.029 -0.044 0.010 0.012
H 0.932 -2.299 -3.549 -0.042 -0.094 0.036 0.011
H 1.809 -0.783 -3.309 0.134 0.081 0.102 -0.013
H 1.377 -1.300 -4.937 0.053 -0.039 -0.001 0.034
H -0.909 2.164 -4.272 -0.074 0.020 0.006 0.003
H -0.001 1.338 -5.538 0.051 0.078 -0.028 0.031
H 0.795 1.775 -4.026 0.079 0.050 0.047 0.008
H -4.871 -1.955 -2.193 -0.033 0.028 0.027 0.022
H -4.299 -3.515 -2.779 -0.067 -0.011 -0.040 0.031
H -3.937 -2.035 -3.683 0.042 -0.033 0.008 0.005
H -3.776 -2.159 0.503 -0.087 0.100 0.038 0.012
H -2.270 -3.015 0.780 0.203 -0.051 0.143 -0.003
H -3.618 -3.827 -0.037 0.001 -0.029 0.071 0.030
H -1.314 -3.737 -3.327 0.052 0.000 -0.035 0.019
H -1.630 -4.658 -1.859 0.010 -0.055 -0.012 0.028
H -0.279 -3.512 -1.921 0.103 0.010 0.078 -0.004

No. 3
114
Properties=species:S:1:pos:R:3:forces:R:3:lowdin_charge:R:1 method="wB97M-V/def2-TZVPD" lumo_energy_ha=-0.497 multiplicity=1 total_charge=+3 homo_lumo_gap_ev=2.162 de_lowest_ev=2.281
Al -1.899 3.180 2.551 -0.061 -1.447 -3.490 1.370
K 2.317 1.444 -0.967 0.835 -0.663 0.100 0.849
K 0.508 -0.324 3.128 0.337 -0.602 0.343 0.863
K -0.955 2.373 -2.506 -0.368 -0.249 -0.358 0.907
P -0.687 1.199 0.615 0.493 0.423 0.203 -0.069
O -1.459 2.436 0.092 -0.682 1.233 0.435 -0.380
O 0.368 1.914 1.578 -0.880 -0.296 -0.007 -0.359
O -0.024 0.389 -0.503 -0.770 1.085 1.227 -0.441
O -1.671 0.563 1.627 0.473 0.325 0.162 -0.298
C 1.992 7.460 5.814 0.632 0.168 0.490 -0.045
C 1.095 6.620 4.947 -0.227 -0.676 1.128 -0.203
O 1.521 6.601 3.597 0.241 -0.703 -1.580 0.081
C 1.093 5.677 2.757 1.500 2.390 -0.613 -0.560
O 0.346 4.746 2.931 -1.670 -1.382 0.621 0.027
O 1.663 5.965 1.574 0.284 0.372 0.770 0.046
C 1.270 5.241 0.465 -2.169 -0.768 -1.140 -0.064
H 3.057 7.365 5.592 -0.135 0.096 -0.636 0.095
H 1.994 7.040 6.822 -0.564 0.213 0.100 0.091
H 1.712 8.509 5.855 0.081 -0.028 -0.068 0.090
H 0.070 6.999 4.935 0.013 -0.293 0.322 0.139
H 1.186 5.597 5.329 -0.567 0.024 -0.153 0.126
H 1.518 4.179 0.520 0.638 0.072 -0.073 0.072
H 1.501 5.752 -0.468 1.058 -0.012 0.322 0.115
H 0.174 5.209 0.356 -0.100 0.074 0.530 0.095
C -2.069 -3.230 1.931 0.279 -0.053 -1.067 -0.038
C -3.197 -2.195 1.774 1.050 -0.010 0.710 -0.231
O -4.425 -2.860 1.966 0.354 -0.171 0.507 0.065
C -5.528 -2.381 1.410 -0.248 0.851 -0.741 -0.597
O -5.561 -1.520 0.549 0.107 -0.260 0.453 0.099
O -6.550 -2.999 1.954 -0.184 -0.067 -0.192 0.039
C -7.836 -2.810 1.353 -0.729 -0.488 -0.615 -0.015
H -1.104 -2.715 1.845 0.000 0.039 0.011 0.047
H -2.078 -3.959 1.117 -0.122 0.219 -0.243 0.086
H -2.014 -3.888 2.798 -0.584 0.615 0.486 0.090
H -3.148 -1.606 0.862 -0.194 -0.695 -0.443 0.071
H -3.031 -1.382 2.489 -0.514 -0.283 0.635 0.102
H -8.407 -2.016 1.827 0.222 0.028 0.190 0.100
H -8.360 -3.760 1.443 0.033 0.069 0.435 0.103
H -7.805 -2.636 0.278 0.507 0.287 0.089 0.097
C 5.414 -2.351 4.562 0.822 1.142 0.657 -0.029
C 4.849 -1.207 5.470 -0.053 -2.794 -0.084 -0.172
O 4.931 0.068 4.853 0.276 0.409 0.039 0.087
C 3.995 0.450 4.040 -0.988 0.356 0.937 -0.575
O 3.076 -0.242 3.626 -0.031 0.369 -0.332 -0.013
O 4.103 1.777 3.874 0.439 -0.354 0.077 0.033
C 3.002 2.509 3.390 -0.112 -0.025 -1.061 -0.044
H 5.368 -2.053 3.515 -0.209 -0.133 -0.032 0.069
H 4.944 -3.319 4.714 -0.247 0.153 0.059 0.082
H 6.469 -2.460 4.814 0.046 -0.163 -0.225 0.080
H 5.369 -1.141 6.421 0.407 0.300 -0.271 0.133
H 3.856 -1.553 5.764 -0.473 0.959 -0.375 0.119
H 2.596 2.066 2.479 -0.070 -0.181 0.115 0.058
H 3.391 3.481 3.094 0.019 0.094 0.331 0.109
H 2.196 2.618 4.117 0.147 -0.052 0.197 0.106
C 3.589 -3.851 -7.875 0.426 0.296 0.159 -0.055
C 2.702 -2.712 -7.415 -0.417 -0.289 -1.073 -0.213
O 2.511 -2.874 -6.012 -0.280 -0.190 1.110 0.038
C 1.986 -1.879 -5.301 0.316 -0.586 -2.261 -0.596
O 1.828 -0.773 -5.745 -0.297 0.641 1.006 0.130
O 1.644 -2.371 -4.116 -0.662 -0.097 0.301 0.032
C 1.289 -1.454 -3.108 1.300 0.272 1.085 -0.056
H 4.537 -3.798 -7.337 0.169 0.109 -0.298 0.082
H 3.740 -3.756 -8.949 0.216 -0.008 0.043 0.087
H 3.220 -4.858 -7.681 -0.505 0.205 0.066 0.083
H 1.742 -2.759 -7.941 -0.207 -0.158 0.377 0.129
H 3.066 -1.719 -7.679 0.477 -0.103 0.384 0.126
H 2.236 -1.314 -2.571 -0.092 0.603 0.180 0.075
H 0.636 -1.893 -2.360 -0.357 -0.277 -0.511 0.080
H 0.911 -0.485 -3.435 -0.167 -0.256 -0.470 0.090
C 2.158 -2.675 0.412 -0.462 0.121 -0.131 -0.043
C 3.184 -3.242 -0.589 -0.716 -1.053 1.151 -0.163
O 4.498 -2.856 -0.214 0.607 1.084 -0.924 0.054
C 4.891 -1.612 -0.507 -0.377 -0.104 0.872 -0.585
O 4.162 -0.669 -0.777 -0.332 0.083 -0.316 0.012
O 6.175 -1.567 -0.332 1.327 -0.274 0.367 0.052
C 6.931 -0.362 -0.410 0.534 0.818 -1.377 -0.009
H 1.451 -3.410 0.802 0.170 -0.330 -0.324 0.081
H 1.533 -1.888 -0.022 0.207 0.183 0.012 0.043
H 2.675 -2.299 1.296 0.160 0.156 -0.111 0.078
H 2.952 -3.081 -1.641 0.195 0.340 0.099 0.116
H 3.259 -4.320 -0.445 -0.282 0.041 -0.171 0.139
H 6.652 0.196 -1.306 -0.626 0.324 0.378 0.098
H 7.975 -0.550 -0.663 -0.101 -0.952 0.438 0.107
H 6.953 0.237 0.497 -0.584 -0.129 0.113 0.101
C -5.561 2.653 -1.871 0.877 -0.485 -0.696 -0.041
C -5.080 1.973 -0.588 0.440 0.776 -2.789 -0.180
O -5.802 2.642 0.429 0.571 0.386 2.107 0.114
C -5.213 3.193 1.471 -2.425 -1.281 0.557 -0.507
O -4.003 3.248 1.681 3.333 0.153 0.433 -0.001
O -6.122 3.576 2.338 0.268 -0.874 -0.685 0.072
C -5.761 4.185 3.569 0.283 2.369 -0.060 -0.008
H -5.113 2.111 -2.715 -0.416 -0.204 -0.002 0.085
H -5.144 3.653 -2.004 -0.332 0.222 0.448 0.082
H -6.642 2.659 -1.969 0.008 -0.003 -0.016 0.097
H -4.012 2.139 -0.570 0.358 0.190 0.837 0.091
H -5.213 0.897 -0.700 -0.710 0.003 1.067 0.131
H -5.441 3.611 4.435 -0.326 -0.900 -0.478 0.109
H -6.631 4.796 3.801 -0.052 -0.335 0.365 0.119
H -4.985 4.928 3.366 0.139 -0.073 0.028 0.092
C -2.299 -3.387 -7.019 1.385 0.978 0.391 -0.046
C -1.570 -3.761 -5.721 -1.746 -2.740 0.034 -0.214
O -1.626 -2.802 -4.681 0.624 1.529 0.089 0.027
C -1.825 -3.153 -3.403 -1.402 -1.043 -1.909 -0.607
O -2.071 -4.270 -3.049 0.545 0.052 1.009 0.161
O -1.915 -2.030 -2.707 0.155 1.261 -0.147 -0.029
C -2.053 -2.089 -1.284 0.297 -0.921 -1.298 -0.032
H -3.363 -3.584 -7.114 0.006 -0.119 0.563 0.079
H -1.773 -3.962 -7.780 -0.184 0.213 -0.295 0.082
H -2.119 -2.319 -7.164 -0.095 -0.041 -0.530 0.075
H -0.569 -4.158 -5.887 0.304 0.783 -0.004 0.126
H -2.110 -4.653 -5.381 0.196 0.032 0.360 0.122
H -2.868 -2.772 -1.049 0.045 0.088 0.291 0.109
H -2.253 -1.060 -1.000 0.118 -0.203 0.292 0.077
H -1.084 -2.486 -0.979 -0.246 0.198 0.984 0.094